(w)
Below is a cluster of 11 separate species, C36H72O27 in total, with properties calculated with ωB97M-V with the def2-TZVPD basis set.

Results
lowest unoccupied orbital energy	0.454	eV
HOMO-LUMO gap	9.63	eV
SMILES	COC(=O)OC.COC(=O)OC.COC(=O)OC.COC(=O)OC.COC(=O)OC.COC(=O)OC.COC(=O)OC.COC(=O)OC.C1CCOC1.C1CCOC1.C1CCOC1
total charge	0

Structure (XYZ):
```
135
Properties=species:S:1:pos:R:3:lowdin_charge:R:1
C -6.6463 15.8774 1.2546 -0.17
C -7.7449 16.0518 0.1793 -0.15
C -8.4093 17.3497 0.6276 -0.21
O -7.3980 18.0511 1.3540 -0.15
C -6.1983 17.2845 1.5474 -0.17
H -5.9741 15.2141 0.7029 0.10
H -7.0524 15.3328 2.1056 0.11
H -8.4325 15.2107 0.2707 0.10
H -7.4496 16.2282 -0.8540 0.11
H -9.2962 17.1682 1.2438 0.11
H -8.6866 18.0469 -0.1652 0.11
H -5.7891 17.5192 2.5307 0.11
H -5.4237 17.6399 0.8575 0.11
C 5.0112 12.5897 1.8581 -0.14
C 4.2538 11.6416 0.9397 -0.17
C 2.8358 12.2207 0.7922 -0.21
O 2.8921 13.5349 1.3187 -0.13
C 3.9349 13.6150 2.2521 -0.22
H 5.8513 13.0466 1.3408 0.11
H 5.3126 12.0754 2.7689 0.11
H 4.3158 10.5930 1.2380 0.11
H 4.6108 11.5465 -0.0916 0.10
H 2.1215 11.6057 1.3576 0.11
H 2.4774 12.1763 -0.2361 0.11
H 3.5407 13.4298 3.2630 0.12
H 4.3285 14.6304 2.3389 0.12
C -8.6414 11.4692 1.7546 -0.17
C -9.0195 11.2984 3.2132 -0.16
C -7.6818 11.3468 3.9436 -0.19
O -6.6327 11.2543 2.9883 -0.14
C -7.2112 11.0001 1.7046 -0.20
H -8.7325 12.5267 1.4825 0.10
H -9.2971 10.9666 1.0429 0.12
H -9.6966 10.4754 3.4321 0.11
H -9.5874 12.2078 3.4319 0.11
H -7.6722 10.4641 4.5948 0.12
H -7.6035 12.2479 4.5548 0.10
H -7.2810 9.9256 1.4838 0.13
H -6.5908 11.4373 0.9240 0.10
C -2.5216 17.7264 0.6410 -0.02
O -1.2910 17.0112 0.5547 0.01
C -0.8127 16.6540 -0.6164 -0.64
O -1.2839 16.9346 -1.6924 0.11
O 0.2055 15.8550 -0.4071 0.01
C 0.7414 15.1430 -1.5147 -0.03
H -2.8613 17.6431 1.6687 0.07
H -3.2356 17.0987 0.0977 0.08
H -2.5395 18.7546 0.2942 0.11
H 1.5462 15.7134 -1.9794 0.10
H 0.0628 15.1100 -2.3721 0.08
H 0.9605 14.1007 -1.3212 0.08
C -3.0753 10.2027 4.1157 -0.04
O -3.7154 9.1239 4.7447 0.02
C -3.4259 7.8873 4.4008 -0.62
O -2.5184 7.5470 3.6823 0.12
O -4.2488 7.0727 5.0487 0.01
C -4.0338 5.6855 4.8302 -0.05
H -2.0496 10.3355 4.4664 0.11
H -3.6218 11.1403 4.1205 0.08
H -2.9509 9.9968 3.0451 0.10
H -4.2698 5.3727 3.8172 0.09
H -4.6568 5.1374 5.5359 0.09
H -3.0205 5.4065 5.1211 0.10
C -4.1752 10.9959 -0.4954 -0.01
O -4.2070 9.7139 0.1092 0.01
C -3.5874 8.6776 -0.4009 -0.61
O -2.9407 8.6477 -1.4149 0.13
O -3.8531 7.6140 0.3660 0.00
C -3.3529 6.3638 -0.0926 -0.04
H -4.7092 11.0594 -1.4409 0.11
H -3.1545 11.3618 -0.5915 0.07
H -4.6063 11.6339 0.2746 0.08
H -2.3235 6.1500 0.1905 0.10
H -3.5006 6.1969 -1.1566 0.09
H -3.9741 5.6697 0.4745 0.09
C -8.1813 18.1689 7.2132 -0.05
O -7.7810 16.9293 7.7314 0.02
C -7.0222 16.1225 7.0142 -0.61
O -6.5535 16.3766 5.9299 0.11
O -7.0025 14.9379 7.6007 0.02
C -6.2771 13.8673 7.0256 -0.03
H -7.4022 18.6355 6.6039 0.08
H -8.4298 18.9236 7.9546 0.10
H -9.0328 18.0735 6.5381 0.10
H -6.9255 13.0017 7.0788 0.10
H -5.2978 13.7407 7.4913 0.10
H -5.9665 14.0804 5.9993 0.06
C 4.0879 15.9809 6.2293 -0.06
O 3.2997 16.2320 5.0954 0.00
C 2.0662 15.7307 4.9767 -0.62
O 1.4385 15.1836 5.8400 0.12
O 1.7146 15.8875 3.7163 0.03
C 0.5315 15.2234 3.2926 -0.02
H 4.4839 14.9671 6.0745 0.10
H 3.5898 15.9057 7.2000 0.09
H 4.9306 16.6518 6.3672 0.09
H 0.5601 14.8309 2.2796 0.08
H -0.3056 15.9277 3.2403 0.09
H 0.2164 14.4702 4.0109 0.09
C -2.3463 10.6349 -4.1307 -0.04
O -3.2172 11.7587 -4.0327 -0.01
C -2.7282 12.8573 -3.4156 -0.61
O -1.7520 12.8180 -2.7107 0.11
O -3.5584 13.8330 -3.6578 0.03
C -3.2970 15.1166 -3.0859 -0.02
H -2.7159 9.8463 -3.4826 0.07
H -1.3241 10.9199 -3.8820 0.09
H -2.2642 10.2893 -5.1616 0.09
H -2.9261 15.0319 -2.0643 0.07
H -4.2598 15.6163 -3.0325 0.10
H -2.5454 15.6609 -3.6520 0.10
C -1.0743 12.8348 0.4222 -0.05
O -1.6647 12.9833 1.6945 0.02
C -2.8994 13.5101 1.7053 -0.59
O -3.4292 14.1035 0.8027 0.13
O -3.4018 13.3551 2.9173 0.00
C -4.7090 13.8369 3.1588 -0.05
H -1.3219 11.9023 -0.0859 0.09
H 0.0073 12.6873 0.4907 0.08
H -1.2060 13.7060 -0.2112 0.08
H -5.3822 13.6767 2.3248 0.08
H -4.7003 14.8778 3.4927 0.09
H -5.2462 13.4226 4.0146 0.08
C -2.7968 15.4831 5.3299 -0.05
O -2.8755 16.4746 4.3314 0.00
C -3.3193 17.7116 4.5860 -0.61
O -3.3504 18.5439 3.7393 0.14
O -3.5594 17.8670 5.8838 -0.02
C -4.1933 19.0919 6.2421 -0.02
H -1.8656 15.5989 5.8929 0.10
H -2.7662 14.4769 4.9200 0.09
H -3.6211 15.5443 6.0423 0.09
H -5.1995 19.0718 5.8234 0.09
H -3.6280 19.9529 5.8901 0.10
H -4.2750 19.1506 7.3246 0.10
```


(x)
Below is a cluster of 9 separate species, C36H72O27 in total, with properties calculated with ωB97M-V with the def2-TZVPD basis set.

Results
lowest unoccupied orbital energy	0.603	eV
HOMO-LUMO gap	11.05	eV
SMILES	CCOC(=O)OC.CCOC(=O)OC.CCOC(=O)OC.CCOC(=O)OC.CCOC(=O)OC.CCOC(=O)OC.CCOC(=O)OC.CCOC(=O)OC.CCOC(=O)OC
total charge	0

Structure (XYZ):
```
135
Properties=species:S:1:pos:R:3:lowdin_charge:R:1
C 3.0382 -1.6505 5.6452 -0.04
C 1.9301 -0.6087 5.7211 -0.20
O 1.6154 -0.1663 4.4033 0.03
C 1.1250 1.0596 4.2822 -0.62
O 0.9672 1.8501 5.1713 0.13
O 0.9346 1.3137 2.9926 -0.01
C 0.4423 2.5982 2.6445 -0.02
H 3.9016 -1.1663 5.1866 0.07
H 2.7941 -2.5094 5.0223 0.05
H 3.2280 -2.0298 6.6479 0.09
H 2.1999 0.2168 6.3765 0.12
H 1.0677 -1.1023 6.1796 0.13
H 1.0901 3.3552 3.0918 0.10
H -0.5805 2.6902 3.0086 0.09
H 0.4583 2.7917 1.5751 0.08
C 5.0939 0.3724 2.3952 -0.04
C 6.1606 -0.6991 2.4632 -0.21
O 5.7372 -1.8651 3.1637 0.03
C 5.5946 -2.9991 2.4860 -0.63
O 5.5783 -3.1049 1.2991 0.14
O 5.3955 -3.9718 3.3514 0.01
C 5.2311 -5.2626 2.8174 -0.07
H 4.2649 0.0203 1.7768 0.06
H 5.4904 1.2592 1.9029 0.08
H 4.7686 0.5868 3.4126 0.08
H 6.9919 -0.2785 3.0331 0.12
H 6.5038 -1.0231 1.4792 0.12
H 6.1475 -5.7067 2.4312 0.10
H 4.4214 -5.4163 2.1033 0.09
H 4.9134 -5.9141 3.6340 0.09
C 2.8820 2.0247 -1.3456 -0.04
C 4.3233 1.6255 -1.5618 -0.20
O 4.5522 1.0782 -2.8609 0.01
C 4.5633 -0.2578 -3.0167 -0.61
O 4.5366 -1.0636 -2.1317 0.14
O 4.5492 -0.5763 -4.2906 0.00
C 4.1965 0.2748 -5.3863 -0.02
H 2.1472 1.2309 -1.4794 0.06
H 2.4972 2.8274 -1.9793 0.08
H 2.7953 2.3629 -0.3107 0.09
H 4.6298 0.8344 -0.8683 0.10
H 5.0444 2.4212 -1.3744 0.13
H 5.0893 0.8336 -5.6712 0.10
H 3.3853 0.9486 -5.1295 0.09
H 4.0033 -0.4059 -6.2086 0.10
C -6.0050 -0.1100 1.4484 -0.04
C -4.8773 0.8925 1.6185 -0.19
O -5.4317 2.2057 1.4129 0.04
C -4.6615 3.2308 1.7175 -0.63
O -3.5297 3.1808 2.1060 0.13
O -5.3243 4.3396 1.3725 -0.01
C -4.6200 5.5548 1.5393 -0.05
H -6.4045 -0.0878 0.4354 0.08
H -6.8359 0.1325 2.1129 0.08
H -5.6503 -1.1087 1.6969 0.07
H -4.1175 0.7203 0.8542 0.12
H -4.4287 0.8325 2.6080 0.09
H -3.8310 5.6072 0.7835 0.09
H -4.1834 5.7157 2.5236 0.10
H -5.2903 6.3860 1.3288 0.10
C -3.1219 -2.8360 0.8598 -0.04
C -2.3224 -4.0223 0.3315 -0.21
O -1.3641 -3.6674 -0.6425 0.03
C -1.6400 -3.8010 -1.9389 -0.61
O -2.6085 -4.3175 -2.4082 0.14
O -0.5822 -3.3425 -2.6040 -0.02
C -0.4650 -3.7288 -3.9798 -0.02
H -3.8711 -3.1013 1.6084 0.08
H -3.6822 -2.4292 0.0161 0.08
H -2.4934 -2.0694 1.3110 0.06
H -2.9865 -4.7804 -0.0975 0.12
H -1.8477 -4.6148 1.1163 0.12
H -1.3879 -3.4988 -4.5092 0.08
H -0.3493 -4.8134 -3.9326 0.10
H 0.3809 -3.3117 -4.5162 0.09
C 1.8199 -3.8170 2.7081 -0.06
C 0.4866 -3.7401 3.4423 -0.19
O -0.0716 -2.5077 3.0111 0.00
C -1.0588 -1.9158 3.6928 -0.62
O -1.5463 -2.3343 4.7136 0.14
O -1.3504 -0.8083 3.0553 -0.02
C -2.2297 0.1601 3.6197 -0.01
H 1.6439 -3.8031 1.6299 0.08
H 2.2771 -4.7963 2.8704 0.07
H 2.5342 -3.0271 2.9229 0.07
H 0.7044 -3.6322 4.5092 0.12
H -0.1403 -4.6175 3.2920 0.13
H -3.1969 -0.3480 3.7157 0.10
H -2.3847 0.9286 2.8683 0.07
H -1.9005 0.4729 4.6078 0.11
C -3.5355 -1.2787 -4.3069 -0.04
C -3.2706 0.2100 -4.1822 -0.19
O -4.4171 0.7928 -3.5353 0.05
C -4.3691 2.0850 -3.2625 -0.63
O -3.5915 2.9209 -3.6575 0.12
O -5.3651 2.3154 -2.4283 0.01
C -5.5063 3.5987 -1.8471 -0.03
H -3.7236 -1.7535 -3.3470 0.08
H -2.6957 -1.7240 -4.8403 0.07
H -4.4075 -1.4712 -4.9354 0.08
H -3.1082 0.7169 -5.1329 0.13
H -2.3781 0.3520 -3.5762 0.09
H -5.7658 4.3826 -2.5601 0.10
H -4.5828 3.8934 -1.3498 0.08
H -6.3236 3.5166 -1.1379 0.10
C 1.4782 4.8687 -4.7141 -0.05
C 0.0518 4.3505 -4.7911 -0.21
O -0.0841 3.2922 -3.8340 0.02
C 0.0979 2.0526 -4.2944 -0.61
O 0.2417 1.7454 -5.4514 0.12
O 0.0432 1.2371 -3.2491 -0.01
C 0.1302 -0.1656 -3.5123 -0.03
H 2.1416 4.0244 -4.9051 0.08
H 1.5894 5.2872 -3.7152 0.08
H 1.7079 5.6203 -5.4682 0.08
H -0.2560 4.0639 -5.7955 0.12
H -0.6785 5.1159 -4.5266 0.12
H 1.1258 -0.5273 -3.2477 0.10
H -0.1764 -0.4784 -4.5060 0.10
H -0.5324 -0.6158 -2.7705 0.07
C 2.1385 -1.0295 0.5999 -0.04
C 0.6860 -1.0544 0.0426 -0.19
O 0.2528 0.2866 0.0823 0.04
C -0.9657 0.6472 -0.3348 -0.61
O -1.8586 -0.0969 -0.6700 0.13
O -1.0245 1.9417 -0.1563 0.00
C -2.0993 2.6716 -0.7531 0.00
H 2.7235 -0.3857 -0.0570 0.05
H 2.5882 -2.0173 0.5592 0.08
H 2.1457 -0.5849 1.5947 0.06
H 0.1387 -1.7560 0.6743 0.10
H 0.7693 -1.6252 -0.8860 0.11
H -2.0712 2.5458 -1.8360 0.08
H -2.0085 3.7075 -0.4542 0.11
H -3.0090 2.1517 -0.4390 0.08
```


Which one sits at the top of the stability order? (x) does.


(w)
Below is the molecule CHNOS, with properties calculated with ωB97M-V with the def2-TZVPD basis set.

Results
lowest unoccupied orbital energy (alpha / beta)	-0.771 / -0.772	eV
HOMO-LUMO gap (alpha / beta)	7.89 / 7.89	eV
total charge	0

Structure (XYZ):
```
5
Properties=species:S:1:pos:R:3:lowdin_charge:R:1
C 2.4433 -0.1296 0.0926 -0.44
N 0.1280 0.5527 -0.5732 -0.50
O 2.9013 -1.1811 -0.1079 0.14
S 1.4129 1.2016 0.0681 0.78
H -0.7730 0.6588 0.0736 0.02
```


(x)
Below is a cluster of 2 separate species, CHNOS in total, with properties calculated with ωB97M-V with the def2-TZVPD basis set.

Results
lowest unoccupied orbital energy	-0.786	eV
HOMO-LUMO gap	8.89	eV
total charge	0

Structure (XYZ):
```
5
Properties=species:S:1:pos:R:3:lowdin_charge:R:1
C -0.5992 0.0102 -0.0247 -1.04
N 0.6518 0.1781 -0.5817 0.04
O 0.0183 1.1179 0.3268 -0.03
S -1.8692 -0.9104 0.1351 0.75
H 1.7984 -0.3959 0.1446 0.28
```


Which one sits at the top of the stability order? (w) does.


(w)
Below is the molecule C3H4ClN3, with properties calculated with ωB97M-V with the def2-TZVPD basis set.

Results
lowest unoccupied orbital energy (alpha / beta)	-1.005 / -1.033	eV
HOMO-LUMO gap (alpha / beta)	8.27 / 8.25	eV
total charge	0

Structure (XYZ):
```
11
Properties=species:S:1:pos:R:3:lowdin_charge:R:1
C -0.3100 -1.4513 -1.4286 -0.19
C 0.5180 -2.0750 -0.4813 -0.19
C -0.0676 2.6054 1.2153 -0.45
N -0.7314 -0.3317 -0.9469 0.01
N -0.1001 -0.2205 0.2270 -0.37
N 0.6310 -1.2927 0.5445 0.01
Cl -0.6760 1.1656 1.5865 0.97
H -0.6705 -1.7573 -2.3708 0.08
H 1.0201 -2.9987 -0.4629 0.08
H -0.6366 3.4459 0.8872 0.00
H 1.0231 2.9103 1.2301 0.05
```


(x)
Below is the molecule C3H4ClN3, with properties calculated with ωB97M-V with the def2-TZVPD basis set.

Results
lowest unoccupied orbital energy	0.329	eV
HOMO-LUMO gap	9.74	eV
SMILES	C/N=N/[C@H](Cl)C#N
total charge	0

Structure (XYZ):
```
11
Properties=species:S:1:pos:R:3:lowdin_charge:R:1
C -1.4060 -2.7678 -1.8727 -0.29
C 0.8021 0.1785 0.4881 -0.11
C -2.0565 -1.4962 -1.4311 -0.64
N -0.9741 -3.8023 -2.0959 0.16
N -0.2928 -0.2445 -0.3991 -0.12
N -1.0666 -1.1115 -0.0818 0.01
Cl -3.6452 -1.8487 -0.7361 0.62
H 1.6414 0.5264 -0.1419 0.07
H 1.1205 -0.7123 1.1781 0.10
H 0.5226 1.0803 1.1632 0.10
H -1.8905 -0.6358 -2.1042 0.10
```


Which one sits at the top of the stability order? (x) does.